Version A
Density functional theory data (ωB97M-V/def2-TZVPD) for a cluster of 3 separate species, C2H9O2S in total.

Structure (XYZ):
```
14
Properties=species:S:1:pos:R:3
C 0.1801 2.9579 -0.6280
C -0.4259 1.5555 -0.6706
S 0.1210 0.3985 0.7182
H 1.2117 3.0890 -0.3061
H -0.4029 3.6930 -0.0522
H 0.0784 3.3905 -1.6378
H 0.0378 1.0519 -1.5095
H -1.5045 1.6660 -0.6502
H 0.6446 -1.8361 1.2501
H 0.4066 -3.3527 1.0832
O 0.4348 -2.6357 1.7214
H 0.0763 -2.5921 -1.5341
H -0.4851 -1.2190 -1.0077
O -0.5589 -1.8856 -1.7310
```

Total charge ... -1
HOMO-LUMO gap ... 0.2433 hartree
Lowest unoccupied orbital energy ... 3.8 eV



Version B
Density functional theory data (ωB97M-V/def2-TZVPD) for a cluster of 3 separate species, C2H9O2S in total.

Structure (XYZ):
```
14
Properties=species:S:1:pos:R:3
C 1.7558 1.0052 -0.2802
C 0.5404 0.2078 0.2520
S -1.0489 1.0240 -0.1097
H 1.5236 2.0647 -0.2879
H 2.6553 0.7935 0.2938
H 1.9697 0.6497 -1.2859
H 0.5454 -0.7158 -0.3288
H 0.6685 -0.1110 1.2909
H -0.8498 0.0115 -3.2045
H -1.3291 -0.4199 -1.8721
O -1.1410 -0.7968 -2.7679
H -2.0419 -0.5230 2.8356
H -1.4557 -1.7843 2.3176
O -1.7923 -1.4055 3.1470
```

Total charge ... -1
HOMO-LUMO gap ... 0.2630 hartree
Lowest unoccupied orbital energy ... 4.1 eV



The winner here is version B, beating the second structure by 0.292 eV.



Version A
Density functional theory data (ωB97M-V/def2-TZVPD) for the molecule C4H7Cl.

Structure (XYZ):
```
12
Properties=species:S:1:pos:R:3
C -1.4692 0.3064 1.3232
C -0.1682 0.0410 0.6217
C 0.1420 0.0031 -0.6831
C 1.5381 -0.2810 -1.1888
Cl -1.1138 0.1182 -1.8594
H -2.3260 0.1668 0.6307
H -1.5456 1.3367 1.6849
H -1.6249 -0.3658 2.1450
H 0.7310 -0.2487 1.1275
H 1.9503 0.4111 -1.9447
H 1.7249 -1.2760 -1.5543
H 2.1614 -0.2117 -0.3027
```

HOMO-LUMO gap ... 0.3690 hartree
Lowest unoccupied orbital energy ... 1.0 eV
SMILES ... C/C=C(/C)Cl



Version B
Density functional theory data (ωB97M-V/def2-TZVPD) for the molecule C4H7Cl.

Structure (XYZ):
```
12
Properties=species:S:1:pos:R:3
C 0.0188 0.3457 2.3213
C -0.5173 0.2996 0.8910
C -0.9082 -1.0266 0.2865
C 0.3578 -0.3393 -0.1417
Cl 0.4729 0.3476 -1.7398
H -0.7254 0.2188 3.1188
H 0.5122 1.3306 2.5136
H 0.7881 -0.4587 2.5166
H -1.0603 1.1260 0.4980
H -1.7507 -1.0634 -0.3620
H -0.7855 -1.8911 0.9473
H 1.2759 -0.8471 0.2023
```

HOMO-LUMO gap ... 0.4063 hartree
Lowest unoccupied orbital energy ... 1.2 eV
SMILES ... C[C@@H]1C[C@H]1Cl



The winner here is version A, beating the second structure by 0.258 eV.



Version A
Density functional theory data (ωB97M-V/def2-TZVPD) for the molecule C4H7Cl.

Structure (XYZ):
```
12
Properties=species:S:1:pos:R:3
C 1.3096 -0.5529 1.7080
C -0.1251 -0.4961 1.0115
C -0.3446 -1.4443 -0.1943
C 0.1816 -0.0646 -0.2962
Cl -0.6159 1.2508 -1.1523
H 1.3492 0.4422 2.2786
H 2.2092 -0.5665 1.1417
H 1.4341 -1.2989 2.5801
H -0.9017 -0.3585 1.6542
H -1.3397 -1.7562 -0.5085
H 0.3965 -2.2944 -0.2355
H 1.1931 -0.0836 -0.6944
```

HOMO-LUMO gap ... 0.4060 hartree
Lowest unoccupied orbital energy ... 1.1 eV
SMILES ... C[C@@H]1C[C@H]1Cl



Version B
Density functional theory data (ωB97M-V/def2-TZVPD) for the molecule C4H7Cl.

Structure (XYZ):
```
12
Properties=species:S:1:pos:R:3
C 1.6893 -0.5541 0.0943
C 0.4088 0.4435 -0.0960
C -0.8438 -0.2349 -0.0246
C -2.0200 0.5160 0.0055
Cl -3.5191 -0.3531 0.0123
H 1.6410 -1.5284 -0.4551
H 1.9216 -0.6589 1.2489
H 2.6884 -0.0435 -0.3765
H 0.3400 1.2287 0.7133
H 0.6004 0.9400 -1.1137
H -0.7426 -1.4660 -0.2763
H -2.1641 1.7107 0.2678
```

HOMO-LUMO gap ... 0.3657 hartree
Lowest unoccupied orbital energy ... 1.0 eV
SMILES ... CC/C=C/Cl



The winner here is version A, beating the second structure by 0.506 eV.



Version A
Density functional theory data (ωB97M-V/def2-TZVPD) for a cluster of 10 separate species, H20O10 in total.

Structure (XYZ):
```
30
Properties=species:S:1:pos:R:3
O -2.2375 0.6494 -1.6972
H -2.3672 0.6611 -0.7560
H -1.5698 1.4187 -1.7555
O -1.2289 0.5047 1.0944
H -1.0650 0.5896 2.0543
H -0.4246 -0.0345 0.8509
O -1.1161 -3.0427 -0.5876
H -0.8720 -2.5272 -1.4002
H -1.9408 -2.5287 -0.2903
O 1.1178 2.4571 0.6655
H 1.3543 2.7549 1.5458
H 1.3106 1.5280 0.6551
O -0.0489 -0.1153 3.7976
H -0.0697 -0.9679 3.3173
H 0.8214 0.2168 3.6207
O -0.4625 2.8008 -1.5669
H -0.0529 3.5107 -2.0782
H -0.0144 2.8821 -0.7370
O -0.6701 -1.2372 -2.8178
H -0.7239 -1.0184 -3.7441
H -1.1970 -0.5109 -2.4640
O 1.6296 0.2788 -1.5922
H 1.3049 1.1179 -1.4653
H 0.9682 -0.2545 -2.1155
O 2.0775 -0.0630 1.1898
H 1.5603 -0.7106 1.6615
H 1.9627 -0.2101 0.2301
O 0.6193 -2.3594 1.5781
H 0.0988 -2.7494 0.8706
H 1.2357 -3.0406 1.9360
```

HOMO-LUMO gap ... 0.4253 hartree
Lowest unoccupied orbital energy ... 0.3 eV
SMILES ... O.O.O.O.O.O.O.O.O.O



Version B
Density functional theory data (ωB97M-V/def2-TZVPD) for a cluster of 10 separate species, H20O10 in total.

Structure (XYZ):
```
30
Properties=species:S:1:pos:R:3
O 0.0067 -0.3914 -0.1666
H -0.2265 0.5427 -0.2111
H 0.9685 -0.3962 -0.2290
O -1.2466 2.4454 -0.2440
H -1.0046 3.3775 -0.2841
H -1.1834 2.1471 -1.1583
O -1.4474 1.1059 2.2634
H -1.3107 1.0708 3.2168
H -2.3771 0.8778 2.1512
O 2.9409 -1.0396 -2.3297
H 3.5428 -0.6556 -2.9772
H 2.7596 -1.9220 -2.6725
O -4.2663 1.2859 -1.1042
H -5.0432 1.4853 -1.6386
H -4.0031 0.4046 -1.3925
O -3.7325 -0.8693 1.1794
H -2.8408 -1.1268 1.4393
H -4.2980 -1.2795 1.8434
O 3.7399 0.2229 0.1325
H 3.9192 0.6392 0.9831
H 4.1770 -0.6339 0.1940
O -2.2004 -2.5245 -1.7862
H -1.8403 -3.2550 -2.3017
H -2.5298 -2.9440 -0.9834
O 3.1749 3.5366 -0.2461
H 3.5950 3.8653 0.5567
H 3.1967 2.5781 -0.1465
O 2.8560 -2.8600 2.1613
H 2.1494 -2.2108 2.2522
H 2.5243 -3.4764 1.4987
```

HOMO-LUMO gap ... 0.3893 hartree
Lowest unoccupied orbital energy ... 0.4 eV
SMILES ... O.O.O.O.O.O.O.O.O.O



The winner here is version A, beating the second structure by 2.051 eV.



Version A
Density functional theory data (ωB97M-V/def2-TZVPD) for a cluster of 10 separate species, H20O10 in total.

Structure (XYZ):
```
30
Properties=species:S:1:pos:R:3
O -1.5252 -0.5295 -2.1331
H -2.0846 -0.1398 -2.8370
H -0.8198 -0.7658 -2.7046
O 1.1420 -2.6017 -1.6473
H 1.3376 -1.7719 -1.2910
H 0.3842 -2.9234 -1.1602
O -1.4293 -3.5905 -0.3393
H -2.0293 -2.8613 -0.3979
H -1.3813 -3.9790 -1.1617
O 2.4633 -0.3111 -0.5728
H 1.7206 -0.2430 0.0110
H 2.3889 0.3371 -1.2520
O -0.2102 2.0205 -2.4888
H -0.7888 2.3185 -3.2009
H -0.5762 1.0953 -2.5060
O 0.5382 -2.4469 2.4226
H 1.1995 -1.9634 2.9673
H -0.0124 -1.7868 1.9266
O 0.0493 3.8008 2.1404
H -0.2587 2.9667 1.8522
H -0.5639 4.4062 1.7391
O 2.4197 1.6384 1.8644
H 1.8840 1.8228 1.0991
H 1.8571 1.4511 2.6241
O -1.1454 1.5170 1.6548
H -1.9572 1.1516 1.9329
H -1.4918 1.7870 0.8331
O -0.0955 -0.4052 0.2087
H -0.8460 -0.3575 -0.3697
H -0.1687 0.3638 0.7859
```

HOMO-LUMO gap ... 0.3610 hartree
Lowest unoccupied orbital energy ... -0.8 eV
SMILES ... O.O.O.O.O.O.O.O.O.O



Version B
Density functional theory data (ωB97M-V/def2-TZVPD) for a cluster of 10 separate species, H20O10 in total.

Structure (XYZ):
```
30
Properties=species:S:1:pos:R:3
O 2.2216 0.7763 -0.9899
H 2.4725 0.0601 -0.3185
H 1.8176 1.4820 -0.4297
O 2.2872 -0.8763 0.9695
H 1.8104 -0.3492 1.6566
H 3.1534 -1.0388 1.4338
O 0.6192 -2.6699 -0.5892
H 1.2590 -2.2865 -0.0084
H 0.7476 -2.0624 -1.3317
O -1.7648 0.1133 1.8627
H -1.7465 -0.7250 1.3361
H -2.0320 0.7806 1.1859
O -1.8702 -1.8751 -0.0904
H -0.9366 -2.3473 -0.1856
H -2.5070 -2.6014 -0.1211
O 0.5949 -0.4875 -2.3719
H 0.6615 -0.2552 -3.4225
H 1.2180 0.1096 -1.8396
O 0.7704 0.7186 2.6518
H -0.1714 0.4611 2.5690
H 0.9185 0.9336 3.6024
O -2.1164 0.0230 -2.1185
H -1.2345 -0.0558 -2.5521
H -2.0700 -0.6956 -1.4624
O -1.7289 1.8846 -0.1737
H -2.3950 2.6250 -0.1578
H -1.9537 1.3127 -1.0141
O 0.9484 2.5756 0.4723
H 0.9794 2.0899 1.2868
H 0.0475 2.3800 0.1500
```

HOMO-LUMO gap ... 0.4094 hartree
Lowest unoccupied orbital energy ... 0.3 eV
SMILES ... O.O.O.O.O.O.O.O.O.O



The winner here is version B, beating the second structure by 3.106 eV.